(1)
Formula: C4H10O
Source: the OMol25 dataset
Level of theory: ωB97M-V/def2-TZVPD

## Properties
Total charge: 0
Relative energy (zero: lowest compared OMol25 entry of this formula, charge and spin): 208.6 kJ/mol
E_LUMO: 1.0 eV

Each atom is followed by the atoms it is bonded to, with distances in Å.
Geometry (Å):
1 C 1.20 -0.47 1.17  C2 1.275, H4 1.046, H5 1.117
2 C 1.67 -0.50 -0.01  C1 1.275, C3 1.502, H6 1.055
3 C 1.05 -1.20 -1.18  C2 1.502, H7 1.112, H8 1.141, H9 1.135
4 H 1.66 0.05 1.95  C1 1.046
5 H 0.33 -1.11 1.46  C1 1.117
6 H 2.62 -0.07 -0.15  C2 1.055
7 H 1.72 -1.98 -1.63  C3 1.112
8 H 0.03 -1.68 -0.97  C3 1.141
9 H 0.97 -0.31 -1.88  C3 1.135
10 C -2.21 1.17 0.31  O11 1.356, H12 1.049, H13 1.075, H14 1.191
11 O -1.07 1.91 0.28  C10 1.356, H15 0.971
12 H -3.01 1.61 0.82  C10 1.049
13 H -2.55 1.21 -0.71  C10 1.075
14 H -2.06 0.02 0.58  C10 1.191
15 H -0.35 1.35 -0.05  O11 0.971

Charges in e, computed with Löwdin, in the same order as the atoms: atom 1 (C): -0.037, atom 2 (C): -0.291, atom 3 (C): -0.109, atom 4 (H): 0.045, atom 5 (H): 0.086, atom 6 (H): 0.089, atom 7 (H): 0.075, atom 8 (H): 0.093, atom 9 (H): 0.088, atom 10 (C): -0.220, atom 11 (O): -0.112, atom 12 (H): 0.056, atom 13 (H): 0.063, atom 14 (H): 0.117, atom 15 (H): 0.058

---

(2)
Formula: C4H10O
Source: the OMol25 dataset
Level of theory: ωB97M-V/def2-TZVPD

## Properties
Total charge: 0
Relative energy (zero: lowest compared OMol25 entry of this formula, charge and spin): 328.1 kJ/mol
E_LUMO: 0.8 eV

Each atom is followed by the atoms it is bonded to, with distances in Å.
Geometry (Å):
1 C -2.30 0.10 -0.23  C2 1.529, H6 1.096, H7 1.094, H8 1.095
2 C -0.90 0.62 0.13  C1 1.529, C3 1.524, H9 1.096, H10 1.095
3 C 0.09 -0.48 0.50  C2 1.524, H11 1.100, H12 1.093, H14 1.120
4 C 2.64 0.44 -0.05  O5 1.316, H13 1.117
5 O 3.17 -0.62 -0.63  C4 1.316, H15 0.970
6 H -2.27 -0.57 -1.10  C1 1.096
7 H -2.74 -0.46 0.59  C1 1.094
8 H -2.97 0.92 -0.48  C1 1.095
9 H -0.51 1.19 -0.71  C2 1.096
10 H -0.98 1.31 0.97  C2 1.095
11 H 0.20 -1.20 -0.33  C3 1.100
12 H -0.25 -1.04 1.37  C3 1.093
13 H 2.09 0.94 -0.88  C4 1.117
14 H 1.07 -0.05 0.81  C3 1.120
15 H 3.67 -1.10 0.05  O5 0.970

Charges in e, computed with Löwdin, in the same order as the atoms: atom 1 (C): -0.129, atom 2 (C): -0.323, atom 3 (C): -0.149, atom 4 (C): -0.030, atom 5 (O): -0.056, atom 6 (H): 0.070, atom 7 (H): 0.069, atom 8 (H): 0.066, atom 9 (H): 0.095, atom 10 (H): 0.103, atom 11 (H): 0.084, atom 12 (H): 0.078, atom 13 (H): 0.022, atom 14 (H): 0.001, atom 15 (H): 0.099